(1)
Density functional theory data (the ωB97M-V functional and the def2-TZVPD basis) for a molecular structure, C16H10N2O9Ru in a non-equilibrium geometry.

Summary:
- LUMO (spin up / spin down) (eV) = -2.9 / -2.9
- frontier orbital gap (spin up / spin down) (eV) = 5.72 / 5.72
- HOMO energy (spin up / spin down) (eV) = -8.62 / -8.61

CARTESIAN COORDINATES (ANGSTROEM)
1 Ru -0.28928 0.56837 -0.51260
2 O 4.82546 5.90064 -0.48344
3 C 3.95505 6.66301 -0.55764
4 O 3.08192 7.42235 -0.57959
5 C 1.98497 4.31496 0.18553
6 C 2.78218 3.17442 0.17016
7 C 2.11551 1.96150 0.40369
8 N 0.82224 1.88679 0.62578
9 C -0.03267 3.06306 0.60909
10 C 0.67460 4.37559 0.40952
11 C -2.40214 2.10883 -0.27011
12 O -3.37878 2.78970 -0.16119
13 O -2.28242 0.82031 -0.10820
14 H 3.83499 3.18646 -0.07029
15 H 2.65600 1.02067 0.34967
16 H 0.10869 5.29125 0.52052
17 C -0.87842 3.09418 1.88764
18 C -0.92641 2.55912 -0.57482
19 O -0.40627 2.33032 -1.69740
20 H -1.64531 3.86301 1.80489
21 H -0.24158 3.31144 2.74404
22 H -1.36234 2.13011 2.04211
23 O -0.06444 -1.30767 0.30140
24 C -0.56833 -1.86765 -0.72835
25 O -0.90162 -1.13142 -1.70842
26 C -0.76995 -3.33390 -0.75931
27 C -1.26638 -3.93682 -1.91058
28 C -1.46518 -5.30765 -1.94622
29 C -1.17449 -6.08099 -0.83297
30 C -0.68556 -5.45334 0.30021
31 C -0.47327 -4.09091 0.36614
32 N -0.37425 -6.27439 1.48582
33 O -0.57081 -7.46988 1.40643
34 O 0.07613 -5.70578 2.45849
35 H -1.49919 -3.31667 -2.76523
36 H -1.85047 -5.77758 -2.84003
37 H -1.32054 -7.15060 -0.82787
38 H -0.08766 -3.63089 1.26315



(2)
Density functional theory data (the ωB97M-V functional and the def2-TZVPD basis) for a molecular structure, C16H11ClIrN3O11S in a non-equilibrium geometry.

Summary:
- LUMO (eV) = -1.3
- ΔE to the lowest compared entry with this formula, charge and spin (eV) = 0.892
- frontier orbital gap (eV) = 8.32
- HOMO energy (eV) = -9.62

CARTESIAN COORDINATES (ANGSTROEM)
1 Ir 0.38061 1.27950 1.28461
2 O -2.13484 0.47590 3.76387
3 Cl -0.80768 0.95621 3.76261
4 O -0.30502 1.22031 5.05699
5 O -0.68752 2.15998 2.86766
6 O 0.11646 0.00646 3.06190
7 O -0.78397 2.34989 -0.11176
8 C -1.61103 1.38685 -0.10220
9 O -1.28327 0.40267 0.63516
10 C -2.84380 1.38695 -0.90622
11 C -2.99594 2.31673 -1.92817
12 C -4.14012 2.29340 -2.70643
13 C -5.09868 1.33732 -2.42930
14 C -4.97946 0.41853 -1.40369
15 C -3.83075 0.44604 -0.63233
16 N -6.30580 1.27942 -3.29271
17 O -7.10503 0.39434 -3.07508
18 O -6.40597 2.11373 -4.16702
19 H -2.21659 3.04356 -2.11082
20 H -4.29762 2.99538 -3.51123
21 H -5.77045 -0.29386 -1.22455
22 H -3.69175 -0.25451 0.17999
23 C 3.83297 1.37448 3.95115
24 C 2.83506 1.71485 2.95385
25 N 2.05915 1.99318 2.16055
26 H 3.91437 2.17529 4.68308
27 H 4.78799 1.20528 3.45603
28 H 3.51654 0.45381 4.44125
29 O 4.75459 -2.03148 1.64913
30 S 3.38025 -2.29694 1.33419
31 O 2.66500 -3.27213 2.10126
32 N 2.55369 -0.86959 1.32573
33 C 2.13176 -0.59578 0.13153
34 O 1.47269 0.48488 -0.16486
35 C 2.45377 -1.57899 -0.93320
36 C 2.12301 -1.55558 -2.27486
37 C 2.55144 -2.61712 -3.06292
38 C 3.29022 -3.66265 -2.51467
39 C 3.62261 -3.67957 -1.16434
40 C 3.18718 -2.62017 -0.39721
41 H 1.54798 -0.73594 -2.68456
42 H 2.30858 -2.63423 -4.11729
43 H 3.60995 -4.47863 -3.14997
44 H 4.19944 -4.48778 -0.73512



What did the first record say?
Density functional theory data (the ωB97M-V functional and the def2-TZVPD basis) for a molecular structure, C16H10N2O9Ru in a non-equilibrium geometry.

Summary:
- LUMO (spin up / spin down) (eV) = -2.9 / -2.9
- frontier orbital gap (spin up / spin down) (eV) = 5.72 / 5.72
- HOMO energy (spin up / spin down) (eV) = -8.62 / -8.61

CARTESIAN COORDINATES (ANGSTROEM)
1 Ru -0.28928 0.56837 -0.51260
2 O 4.82546 5.90064 -0.48344
3 C 3.95505 6.66301 -0.55764
4 O 3.08192 7.42235 -0.57959
5 C 1.98497 4.31496 0.18553
6 C 2.78218 3.17442 0.17016
7 C 2.11551 1.96150 0.40369
8 N 0.82224 1.88679 0.62578
9 C -0.03267 3.06306 0.60909
10 C 0.67460 4.37559 0.40952
11 C -2.40214 2.10883 -0.27011
12 O -3.37878 2.78970 -0.16119
13 O -2.28242 0.82031 -0.10820
14 H 3.83499 3.18646 -0.07029
15 H 2.65600 1.02067 0.34967
16 H 0.10869 5.29125 0.52052
17 C -0.87842 3.09418 1.88764
18 C -0.92641 2.55912 -0.57482
19 O -0.40627 2.33032 -1.69740
20 H -1.64531 3.86301 1.80489
21 H -0.24158 3.31144 2.74404
22 H -1.36234 2.13011 2.04211
23 O -0.06444 -1.30767 0.30140
24 C -0.56833 -1.86765 -0.72835
25 O -0.90162 -1.13142 -1.70842
26 C -0.76995 -3.33390 -0.75931
27 C -1.26638 -3.93682 -1.91058
28 C -1.46518 -5.30765 -1.94622
29 C -1.17449 -6.08099 -0.83297
30 C -0.68556 -5.45334 0.30021
31 C -0.47327 -4.09091 0.36614
32 N -0.37425 -6.27439 1.48582
33 O -0.57081 -7.46988 1.40643
34 O 0.07613 -5.70578 2.45849
35 H -1.49919 -3.31667 -2.76523
36 H -1.85047 -5.77758 -2.84003
37 H -1.32054 -7.15060 -0.82787
38 H -0.08766 -3.63089 1.26315